# H18O9Xe

A structure of composition H18O9Xe (ωB97M-V/def2-TZVPD, OMol25).

```
! RIJCOSX wB97M-V def2-TZVPD def2/J DEFGRID3
* xyz 0 1
Xe -1.028 -5.986 -2.064
O -2.386 -7.551 -5.712
H -2.406 -7.379 -4.771
H -3.214 -7.997 -5.891
O -0.758 -8.815 0.559
H -0.122 -8.941 1.263
H -0.234 -8.813 -0.242
O 0.626 -8.962 -1.999
H 1.534 -8.665 -2.066
H 0.692 -9.899 -1.816
O -1.828 -9.181 -3.231
H -1.385 -9.571 -3.985
H -1.119 -8.948 -2.630
O -1.797 -2.474 -0.757
H -0.890 -2.780 -0.743
H -2.203 -2.892 0.003
O -3.649 -8.387 0.616
H -4.043 -8.400 -0.256
H -2.706 -8.402 0.455
O -4.379 -6.882 -3.297
H -4.484 -7.734 -2.875
H -4.603 -6.247 -2.617
O 1.959 -3.169 -2.774
H 1.415 -3.115 -1.989
H 1.550 -2.563 -3.392
O 3.320 -5.412 -3.277
H 3.970 -5.081 -2.657
H 2.570 -4.826 -3.175
*
```

For the energy above the lowest of the compared OMol25 structures with the same formula, charge and spin, the calculation gives 93.6 kJ/mol. For the largest force on an atom, the calculation gives 0.0193 hartree/bohr. As for the HOMO-LUMO gap: 0.38747 Ha.

From a Mulliken analysis of the wavefunction, the atomic charges in e read:
1 Xe 0.011
2 O -0.621
3 H 0.270
4 H 0.326
5 O -0.635
6 H 0.291
7 H 0.369
8 O -0.625
9 H 0.251
10 H 0.330
11 O -0.600
12 H 0.303
13 H 0.299
14 O -0.601
15 H 0.263
16 H 0.324
17 O -0.611
18 H 0.295
19 H 0.350
20 O -0.593
21 H 0.303
22 H 0.296
23 O -0.661
24 H 0.303
25 H 0.321
26 O -0.648
27 H 0.293
28 H 0.394


# C14H29INOP2Rh

A structure of composition C14H29INOP2Rh at a distorted geometry (ωB97M-V/def2-TZVPD, OMol25).

```
! RIJCOSX wB97M-V def2-TZVPD def2/J DEFGRID3
* xyz 2 5
C 0.754 2.773 -1.087
I -2.343 0.868 -0.424
H -0.203 3.317 -1.144
H 1.200 2.863 -2.076
H 1.393 3.269 -0.356
Rh 0.787 0.667 -0.621
P -0.250 0.788 -2.918
C 0.710 -0.613 -3.557
C -1.967 0.453 -3.545
H -2.031 0.635 -4.626
H -0.264 1.929 -5.062
H -2.665 1.128 -3.029
H -0.275 3.094 -3.704
H 0.338 -1.524 -3.077
H -2.241 -0.586 -3.333
C 0.161 2.159 -4.077
H 0.603 -0.649 -4.643
H 1.248 2.261 -4.173
H 1.760 -0.466 -3.290
P 0.208 1.612 1.581
C 1.365 0.627 2.596
C 0.653 3.357 1.999
H -2.221 1.877 1.805
H -1.416 2.198 3.365
H -1.615 0.508 2.771
C -1.414 1.544 2.483
H 0.125 4.086 1.371
H 0.435 3.599 3.048
H 1.354 1.002 3.622
H 2.332 0.708 2.089
H 1.724 3.530 1.866
H 0.979 -0.391 2.527
C 2.504 0.065 -0.655
O 3.548 -0.410 -0.813
C -2.412 -2.337 2.961
C -1.170 -2.812 2.379
C -0.038 -3.347 3.100
C 0.929 -3.667 2.089
C 0.331 -3.334 0.844
C 0.939 -3.450 -0.498
N -0.913 -2.816 1.034
H -3.073 -3.188 3.150
H -2.901 -1.696 2.219
H -2.238 -1.852 3.930
H 0.073 -3.403 4.178
H 1.950 -4.047 2.235
H 1.850 -4.060 -0.513
H 0.146 -3.803 -1.170
H 1.251 -2.470 -0.849
*
```

For the energy above the lowest of the compared OMol25 structures with the same formula, charge and spin, the calculation gives 0.0 kJ/mol. For the largest force on an atom, the calculation gives 0.1349 hartree/bohr. As for the HOMO-LUMO gap (spin up / spin down): 0.19455 / 0.13299 Ha. Its expectation value of S² is 6.039.

From a Mulliken analysis of the wavefunction, the atomic charges in e read:
1 C -1.069
2 I 0.428
3 H 0.491
4 H 0.349
5 H 0.335
6 Rh 0.533
7 P 1.055
8 C -1.243
9 C -1.493
10 H 0.423
11 H 0.463
12 H 0.489
13 H 0.444
14 H 0.286
15 H 0.449
16 C -1.505
17 H 0.442
18 H 0.449
19 H 0.376
20 P 1.109
21 C -1.142
22 C -1.502
23 H 0.547
24 H 0.416
25 H 0.270
26 C -1.432
27 H 0.438
28 H 0.449
29 H 0.431
30 H 0.389
31 H 0.427
32 H 0.196
33 C -0.130
34 O -0.206
35 C -1.202
36 C 0.700
37 C -0.639
38 C -0.638
39 C 0.615
40 C -0.719
41 N -0.512
42 H 0.380
43 H 0.250
44 H 0.339
45 H 0.459
46 H 0.419
47 H 0.373
48 H 0.311
49 H -0.098


# C16H35I2NO2

A structure of composition C16H35I2NO2 (ωB97M-V/def2-TZVPD, OMol25).

```
! RIJCOSX wB97M-V def2-TZVPD def2/J DEFGRID3
* xyz 0 1
C -5.813 -2.645 3.051
C -7.009 -3.112 2.202
I -8.768 -2.122 2.902
C -6.765 -3.046 0.670
I -8.546 -2.765 -0.520
N -5.806 -2.074 0.243
C -4.512 -2.438 -0.035
O -4.163 -3.543 -0.341
O -3.683 -1.341 -0.013
H -5.611 -3.372 3.837
H -4.906 -2.560 2.456
H -5.985 -1.692 3.541
H -7.207 -4.153 2.436
H -6.433 -4.018 0.326
H -5.886 -1.146 0.634
H -3.077 -1.411 0.731
C 3.284 -0.793 1.084
C 1.774 -0.801 1.295
C 1.131 -2.171 1.093
C 1.298 -2.747 -0.316
C 0.779 -1.847 -1.438
C -0.713 -1.552 -1.339
H 3.551 -1.080 0.066
H 3.701 0.200 1.262
H 3.777 -1.489 1.767
H 1.313 -0.077 0.617
H 1.554 -0.453 2.308
H 0.066 -2.100 1.334
H 1.553 -2.878 1.814
H 0.777 -3.709 -0.361
H 2.353 -2.968 -0.497
H 0.987 -2.334 -2.394
H 1.337 -0.906 -1.451
H -1.303 -2.471 -1.341
H -1.054 -0.937 -2.173
H -0.947 -1.004 -0.423
C 1.396 2.401 -1.113
C 1.879 3.842 -0.994
C 2.903 4.229 -2.060
C 4.191 3.403 -2.035
C 4.940 3.423 -0.702
C 5.403 4.814 -0.284
H 2.217 1.692 -0.982
H 0.647 2.175 -0.352
H 0.945 2.217 -2.091
H 2.300 4.003 0.003
H 1.022 4.517 -1.071
H 3.144 5.290 -1.952
H 2.444 4.125 -3.048
H 4.856 3.773 -2.821
H 3.965 2.366 -2.298
H 5.808 2.764 -0.784
H 4.311 2.996 0.084
H 6.053 5.252 -1.046
H 5.964 4.780 0.651
H 4.562 5.492 -0.136
*
```

For the energy above the lowest of the compared OMol25 structures with the same formula, charge and spin, the calculation gives 0.0 kJ/mol. For the largest force on an atom, the calculation gives 0.0149 hartree/bohr. As for the HOMO-LUMO gap: 0.32493 Ha.

From a Mulliken analysis of the wavefunction, the atomic charges in e read:
1 C -0.933
2 C -0.333
3 I 0.113
4 C -0.793
5 I 0.090
6 N 0.031
7 C 0.437
8 O -0.565
9 O -0.487
10 H 0.331
11 H 0.139
12 H 0.377
13 H 0.455
14 H 0.502
15 H 0.272
16 H 0.352
17 C -1.273
18 C 0.312
19 C -0.663
20 C -0.804
21 C 0.006
22 C -1.065
23 H 0.276
24 H 0.341
25 H 0.365
26 H -0.335
27 H 0.415
28 H 0.185
29 H 0.395
30 H 0.378
31 H 0.351
32 H 0.382
33 H -0.105
34 H 0.329
35 H 0.445
36 H 0.077
37 C -0.872
38 C -0.519
39 C -0.799
40 C -0.739
41 C -0.067
42 C -1.299
43 H 0.105
44 H 0.398
45 H 0.309
46 H 0.261
47 H 0.371
48 H 0.332
49 H 0.374
50 H 0.403
51 H 0.327
52 H 0.377
53 H 0.050
54 H 0.296
55 H 0.397
56 H 0.293